[1]
Formula: CH2NO3P
Source: the OMol25 dataset
Level of theory: ωB97M-V/def2-TZVPD

Output
Energy   -660.9638 Ha
HOMO energy (alpha / beta)   1.23 / 1.29 eV
E_LUMO (alpha / beta)   7.313 / 7.312 eV
Multiplicity   1
Total charge   -2
Kohn-Sham gap (alpha / beta)   6.09 / 6.02 eV

Last column: Mulliken charge in e.
Element x y z (Å)
C1 -0.023 -0.782 0.097  -0.3749
N1 0.194 1.471 -0.125  -0.5015
O1 0.111 -3.641 0.278  -0.7550
O2 1.346 -1.318 0.088  -0.4075
O3 0.539 -2.455 2.484  -0.7750
P1 0.314 -2.311 0.981  0.7469
H1 -0.439 -1.148 -0.845  0.1164
H2 1.099 1.392 0.262  -0.0494


[2]
Formula: H3NOP2
Source: the OMol25 dataset
Level of theory: ωB97M-V/def2-TZVPD

Output
Energy   -814.3607 Ha
SMILES   O=N[PH]#[PH2]
HOMO energy (alpha / beta)   -8.86 / -8.86 eV
E_LUMO (alpha / beta)   -0.596 / -0.597 eV
Multiplicity   1
Total charge   0
Kohn-Sham gap (alpha / beta)   8.26 / 8.26 eV

Last column: Mulliken charge in e.
Element x y z (Å)
N1 0.317 -1.269 1.706  0.0423
O1 0.512 -2.392 2.198  -0.3646
P1 -0.638 0.293 -0.558  -0.1015
P2 1.106 -0.615 0.381  0.1245
H1 -1.371 -0.257 0.423  0.1187
H2 -0.317 1.484 0.075  0.0938
H3 1.824 -1.570 -0.301  0.0869


[3]
Formula: AgH3O3
Source: the OMol25 dataset
Level of theory: ωB97M-V/def2-TZVPD

Output
<S²>   2.01
Energy   -374.1908 Ha
HOMO energy (alpha / beta)   -6.10 / -10.48 eV
E_LUMO (alpha / beta)   0.407 / -2.492 eV
Multiplicity   3
Total charge   0
Kohn-Sham gap (alpha / beta)   6.51 / 7.98 eV

Last column: Mulliken charge in e.
Element x y z (Å)
O1 -0.742 1.163 -0.918  -0.2244
Ag1 1.434 0.412 -0.010  0.1400
O2 -0.615 0.702 0.449  -0.4091
H1 -0.707 -0.870 0.410  0.4798
O3 0.446 -1.395 0.166  -0.6766
H2 0.688 -2.128 0.735  0.3067
H3 -0.504 2.115 -0.833  0.3836


[4]
Formula: C3H7NO2
Source: the OMol25 dataset
Level of theory: ωB97M-V/def2-TZVPD

Output
Energy   -323.5378 Ha
HOMO energy (alpha / beta)   -8.10 / -8.74 eV
E_LUMO (alpha / beta)   0.538 / 0.571 eV
Multiplicity   1
Total charge   0
Kohn-Sham gap (alpha / beta)   8.64 / 9.31 eV

Last column: Mulliken charge in e.
Element x y z (Å)
C1 -4.011 0.491 -0.136  -0.3381
C2 1.714 -0.728 -0.446  0.0863
C3 2.074 0.452 0.487  -0.7330
N1 -1.950 -0.503 0.381  -0.3445
O1 -3.227 -0.495 0.183  -0.1279
O2 0.839 -1.546 -0.288  -0.4460
H1 -5.028 0.174 -0.167  0.2926
H2 -3.690 1.458 -0.439  0.3217
H3 2.181 -0.845 -1.457  0.3504
H4 2.724 -0.043 1.294  0.2134
H5 1.086 0.644 0.971  0.2241
H6 2.680 1.344 0.208  0.2957
H7 -1.692 -1.317 0.905  0.2053


[5]
Formula: C41H30IrN7S5Se
Source: the OMol25 dataset
Level of theory: ωB97M-V/def2-TZVPD

Output
Energy   -6460.1106 Ha
HOMO energy   -6.65 eV
E_LUMO   -0.507 eV
Multiplicity   1
Total charge   0
Kohn-Sham gap   6.15 eV

Last column: Mulliken charge in e.
Element x y z (Å)
Ir1 -1.065 -0.895 -2.590  1.3805
S1 -3.105 -1.512 -3.340  -0.4434
C1 -2.747 -2.073 -4.947  0.5957
C2 -3.810 -2.730 -5.642  -0.1287
N1 -4.676 -3.267 -6.177  -0.4913
C3 -1.537 -1.870 -5.527  0.5582
S2 -0.232 -1.074 -4.698  -0.4117
C4 -1.277 -2.292 -6.869  -0.1529
N2 -1.053 -2.637 -7.943  -0.4823
N3 0.437 0.490 -2.123  -0.8764
S3 0.993 1.400 -1.142  2.0527
N4 0.916 1.221 0.491  0.1663
S4 0.833 -0.141 1.224  0.5975
N5 -0.524 -0.724 1.622  -0.2209
S5 -1.903 -0.658 0.694  1.5958
N6 -1.882 -0.370 -0.727  -0.6169
C5 -2.783 0.633 1.562  0.2086
C6 -2.660 1.907 1.026  -0.5218
C7 -3.293 2.965 1.654  -0.6067
C8 -4.050 2.743 2.799  -0.6149
C9 -4.177 1.462 3.313  -0.7624
C10 -3.539 0.393 2.697  -0.4134
C11 -2.686 -2.155 1.240  -0.0669
C12 -2.327 -2.840 2.393  -0.0837
C13 -3.055 -3.964 2.750  -0.7239
C14 -4.118 -4.386 1.962  -0.5556
C15 -4.452 -3.701 0.804  -0.7287
C16 -3.733 -2.576 0.432  -0.4422
C17 1.878 -1.344 0.464  0.6712
C18 1.371 -2.584 0.132  -0.1312
C19 2.223 -3.506 -0.467  -0.6061
C20 3.546 -3.175 -0.702  -0.7860
C21 4.045 -1.925 -0.338  -0.8307
C22 3.211 -0.997 0.251  -0.3953
C23 1.627 0.144 2.782  0.3953
C24 2.074 1.408 3.117  0.0408
C25 2.681 1.591 4.353  -0.8952
C26 2.833 0.519 5.218  -0.5170
C27 2.381 -0.746 4.860  -0.8004
C28 1.770 -0.943 3.635  -0.5577
C29 0.325 3.053 -1.251  0.3718
C30 0.167 3.899 -0.164  0.0439
C31 -0.385 5.156 -0.368  -0.7509
C32 -0.767 5.551 -1.642  -0.6044
C33 -0.609 4.692 -2.721  -0.7942
C34 -0.061 3.433 -2.530  -0.6561
C35 2.744 1.656 -1.392  -0.0031
C36 3.485 2.493 -0.568  -0.3677
C37 4.846 2.615 -0.792  -0.7751
C38 5.446 1.905 -1.828  -0.4976
C39 4.689 1.081 -2.647  -0.8434
C40 3.322 0.954 -2.434  -0.4964
H1 -2.097 2.051 0.113  0.5384
H2 -3.207 3.962 1.241  0.4703
H3 -4.553 3.570 3.282  0.3961
H4 -4.779 1.288 4.195  0.4145
H5 -3.640 -0.607 3.095  0.3786
H6 -1.499 -2.495 2.996  0.4334
H7 -2.787 -4.516 3.641  0.4483
H8 -4.675 -5.270 2.242  0.4004
H9 -5.258 -4.052 0.173  0.4263
H10 -3.962 -2.044 -0.483  0.3221
H11 0.338 -2.844 0.327  0.3879
H12 1.830 -4.474 -0.747  0.3338
H13 4.201 -3.896 -1.173  0.4195
H14 5.082 -1.676 -0.518  0.4841
H15 3.586 -0.023 0.541  0.5932
H16 1.948 2.227 2.423  0.1956
H17 3.035 2.573 4.636  0.4550
H18 3.310 0.666 6.178  0.4122
H19 2.506 -1.581 5.536  0.4275
H20 1.415 -1.922 3.339  0.4426
H21 0.440 3.568 0.828  0.3047
H22 -0.522 5.823 0.473  0.4801
H23 -1.199 6.532 -1.794  0.4069
H24 -0.921 4.995 -3.711  0.4458
H25 0.044 2.736 -3.353  0.4915
H26 3.006 3.037 0.235  0.2990
H27 5.440 3.263 -0.162  0.4381
H28 6.511 2.003 -1.998  0.4135
H29 5.158 0.535 -3.454  0.4735
H30 2.701 0.312 -3.047  0.5271
Se1 -1.078 -5.392 -0.924  -0.2407
C41 -0.943 -3.836 -1.775  0.1465
N7 -0.767 -2.794 -2.265  -0.5908


[6]
Formula: C2H4BrOP
Source: the OMol25 dataset
Level of theory: ωB97M-V/def2-TZVPD

Output
Energy   -3069.1404 Ha
HOMO energy   -9.06 eV
E_LUMO   -0.273 eV
Multiplicity   1
Total charge   0
Kohn-Sham gap   8.79 eV

Last column: Mulliken charge in e.
Element x y z (Å)
C1 -1.376 0.253 1.155  -0.7002
C2 1.462 -0.306 -1.021  -0.5304
O1 -0.981 -1.562 -0.846  -0.5682
P1 -0.420 -0.415 -0.133  0.6747
Br1 2.675 0.789 -0.007  -0.0901
H1 -1.113 1.132 1.691  0.2887
H2 -2.351 -0.199 1.124  0.2642
H3 1.284 0.161 -1.987  0.3310
H4 1.799 -1.332 -1.064  0.3303


[7]
Formula: C14H30AgO4
Source: the OMol25 dataset
Level of theory: ωB97M-V/def2-TZVPD

Output
Energy   -999.2722 Ha
HOMO energy   -3.49 eV
E_LUMO   2.776 eV
Multiplicity   1
Total charge   -1
Kohn-Sham gap   6.27 eV

Last column: Mulliken charge in e.
Element x y z (Å)
Ag1 1.120 -0.303 -0.401  0.4448
C1 1.130 -2.325 2.709  -1.2357
C2 2.212 -2.028 1.676  1.2745
C3 3.525 -2.650 2.136  -1.5629
O1 1.910 -2.484 0.405  -0.9505
H1 1.132 -3.384 3.000  0.4372
H2 0.120 -2.155 2.319  0.1349
H3 1.203 -1.731 3.630  0.2870
H4 2.363 -0.925 1.715  -0.2191
H5 3.579 -3.751 2.091  0.3437
H6 3.766 -2.554 3.215  0.3598
H7 4.451 -2.378 1.620  0.3451
C4 0.645 2.711 -1.503  -0.9647
C5 1.499 2.046 -2.586  0.9594
C6 2.461 3.017 -3.267  -1.5212
O2 2.165 0.895 -2.192  -0.8755
H8 -0.151 3.291 -1.995  0.4089
H9 1.116 3.426 -0.814  0.3103
H10 0.153 1.933 -0.913  -0.1220
H11 0.707 1.763 -3.313  -0.0637
H12 3.172 3.399 -2.534  0.3601
H13 1.872 3.883 -3.609  0.3650
H14 2.894 2.557 -4.151  0.3635
C7 -2.679 -2.616 -2.403  -0.5828
C8 -3.250 -1.299 -1.901  -0.6050
C9 -2.012 -0.447 -1.701  -0.1729
O3 -1.115 -1.397 -1.109  -0.0049
C10 -1.371 -2.723 -1.548  -0.6520
H15 -2.399 -2.508 -3.449  0.3278
H16 -3.361 -3.434 -2.184  0.3174
H17 -3.730 -1.414 -0.929  0.3131
H18 -3.938 -0.904 -2.656  0.3428
H19 -2.178 0.371 -1.003  -0.0258
H20 -1.558 -0.078 -2.625  0.1946
H21 -1.541 -3.346 -0.670  0.3094
H22 -0.525 -3.101 -2.118  0.2657
C11 -2.122 1.712 2.106  -0.5581
C12 -0.960 2.671 2.328  -0.5667
C13 0.280 1.832 1.989  -0.6913
O4 -0.169 0.634 1.342  0.1860
C14 -1.444 0.345 1.879  -0.7278
H23 -2.632 1.928 1.164  0.1706
H24 -2.874 1.604 2.887  0.4074
H25 -0.841 3.008 3.361  0.2898
H26 -0.992 3.595 1.753  0.2620
H27 0.792 1.531 2.904  0.4401
H28 0.920 2.338 1.271  0.2651
H29 -1.341 -0.208 2.827  0.3593
H30 -2.000 -0.347 1.245  0.2576


Question: Among the records above, which one has the lowest total charge?
Answer: CH2NO3P


Question: Which of these has the highest energy?
Answer: C3H7NO2


Question: Which formula does entry 7 have?
Answer: C14H30AgO4


Question: Which formula does entry 4 have?
Answer: C3H7NO2